Entry 1:
Formula: C46H39BN6O3PPtSi
Source: OMol25
Level of theory: ωB97M-V/def2-TZVPD

The geometry in XYZ format:
```
98
Properties=species:S:1:pos:R:3:lowdin_charge:R:1
Pt -0.387 0.005 0.341 1.14
C -3.768 2.702 0.361 -0.04
C -3.107 1.613 -0.213 -0.12
N -1.848 1.589 0.203 -0.06
N -1.672 2.623 1.056 -0.02
C -2.819 3.314 1.155 -0.05
B -0.283 2.942 1.636 -0.49
N 0.130 1.913 2.720 -0.02
C 0.619 2.140 3.954 -0.06
C 1.024 0.932 4.487 -0.05
C 0.747 -0.002 3.481 -0.17
N 0.208 0.609 2.431 -0.09
N 0.729 2.789 0.467 -0.01
C 1.574 3.709 -0.020 -0.05
C 2.323 3.132 -1.028 -0.04
C 1.859 1.819 -1.096 -0.14
N 0.900 1.629 -0.194 -0.11
H -4.790 3.003 0.201 0.10
H -3.479 0.855 -0.884 0.12
H -2.888 4.188 1.783 0.13
H -0.252 4.046 2.097 0.12
H 0.640 3.136 4.367 0.12
H 1.452 0.753 5.459 0.10
H 0.904 -1.070 3.471 0.11
H 1.587 4.708 0.381 0.13
H 3.081 3.598 -1.634 0.10
H 2.168 1.016 -1.749 0.11
O 2.901 -0.044 1.090 0.30
C 3.057 -1.106 0.763 -0.08
O 1.215 -1.854 0.727 -0.35
C 3.774 -2.246 0.299 -0.15
C 5.169 -2.154 0.235 0.03
C 5.897 -3.266 -0.136 -0.02
C 5.250 -4.458 -0.444 0.00
C 3.861 -4.539 -0.395 -0.03
C 3.127 -3.432 -0.027 -0.17
P 1.348 -3.226 0.069 0.91
C 0.669 -3.192 -1.593 -0.27
C 0.822 -4.269 -2.466 -0.07
C 0.263 -4.212 -3.730 -0.06
C -0.444 -3.083 -4.129 -0.05
C -0.580 -2.001 -3.270 -0.04
C -0.020 -2.057 -2.005 -0.10
C 0.543 -4.470 1.023 -0.22
C -0.811 -3.970 1.441 -0.22
C -1.469 -4.742 2.604 -0.17
C -1.032 -6.181 2.648 0.00
C 0.134 -6.590 2.136 -0.07
C 0.989 -5.683 1.376 -0.04
H 5.659 -1.221 0.484 0.14
H 6.976 -3.212 -0.179 0.13
H 5.833 -5.324 -0.731 0.13
H 3.360 -5.464 -0.647 0.11
H 1.370 -5.154 -2.159 0.11
H 0.375 -5.048 -4.407 0.11
H -0.890 -3.049 -5.115 0.11
H -1.120 -1.116 -3.580 0.12
H -0.133 -1.208 -1.322 0.02
H -0.732 -2.916 1.719 0.12
H -1.176 -4.319 3.572 0.16
H -1.665 -6.874 3.193 0.13
H 0.458 -7.616 2.254 0.11
H 1.971 -6.041 1.087 0.10
O -2.175 -1.105 0.425 -0.44
Si -3.440 -1.779 1.160 0.51
C -3.608 -1.362 2.997 -0.23
C -2.570 -0.723 3.673 -0.08
C -2.630 -0.496 5.046 -0.08
C -3.749 -0.896 5.761 -0.09
C -4.809 -1.507 5.099 -0.08
C -4.739 -1.734 3.731 -0.10
C -3.129 -3.654 1.108 -0.25
C -2.958 -4.411 2.411 -0.13
C -3.834 -4.979 1.295 -0.14
C -3.186 -5.958 0.372 -0.03
C -2.096 -5.439 -0.176 -0.03
C -1.867 -4.024 0.319 -0.22
C -5.126 -1.313 0.466 -0.23
C -5.781 -2.079 -0.502 -0.09
C -7.021 -1.693 -1.000 -0.09
C -7.629 -0.538 -0.529 -0.09
C -6.989 0.242 0.428 -0.08
C -5.748 -0.144 0.921 -0.11
H -1.703 -0.403 3.112 0.05
H -1.805 -0.005 5.552 0.09
H -3.805 -0.728 6.830 0.10
H -5.695 -1.799 5.650 0.10
H -5.577 -2.210 3.229 0.11
H -3.499 -4.098 3.293 0.13
H -4.892 -5.058 1.517 0.14
H -3.569 -6.958 0.208 0.11
H -1.419 -5.942 -0.858 0.11
H -1.639 -3.321 -0.478 0.11
H -5.320 -2.990 -0.872 0.10
H -7.515 -2.297 -1.752 0.10
H -8.602 -0.245 -0.904 0.10
H -7.461 1.144 0.800 0.10
H -5.262 0.467 1.674 0.10
```

ΔE to the lowest compared entry with this formula, charge and spin: 498.62 kJ/mol
lowest unoccupied orbital energy (spin up / spin down): -4.5 / -4.5 eV
net charge: +1
multiplicity: 1
frontier orbital gap (spin up / spin down): 5.5 / 5.5 eV
DFT total energy: -84502.4860 eV


Entry 2:
Formula: C25H40NOPdSSi
Source: OMol25
Level of theory: ωB97M-V/def2-TZVPD

The geometry in XYZ format:
```
70
Properties=species:S:1:pos:R:3:nbo_charge:R:1
Pd -0.587 -1.123 0.044 0.63
C 1.249 -1.040 -1.115 -0.88
Si 2.097 0.332 -0.176 1.54
C 1.084 1.988 -0.660 -0.58
N -0.291 1.736 -0.672 -0.51
C -1.002 1.548 0.549 -0.13
C -2.370 2.235 0.497 -0.42
C -2.229 3.564 -0.246 -0.40
C -1.807 3.323 -1.702 -0.42
C -1.114 1.951 -1.823 -0.21
C 3.888 0.815 -0.564 -0.50
C 4.881 0.860 0.411 -0.19
C 6.165 1.272 0.103 -0.21
C 6.487 1.627 -1.196 -0.19
C 5.520 1.566 -2.184 -0.23
C 4.235 1.166 -1.868 -0.13
C 1.861 0.298 1.719 -0.48
C 1.217 -0.744 2.386 -0.22
C 1.108 -0.741 3.768 -0.21
C 1.650 0.296 4.508 -0.19
C 2.281 1.346 3.861 -0.22
C 2.374 1.347 2.482 -0.14
H 1.768 -1.998 -1.091 0.22
H 0.871 -0.826 -2.118 0.24
H 1.422 2.331 -1.632 0.22
H 1.358 2.726 0.096 0.20
H -0.403 1.920 1.387 0.22
H -1.129 0.423 0.705 0.06
H -2.735 2.397 1.510 0.22
H -3.098 1.611 -0.019 0.20
H -1.484 4.172 0.271 0.21
H -3.170 4.108 -0.216 0.22
H -1.126 4.110 -2.027 0.21
H -2.672 3.335 -2.365 0.21
H -0.514 1.890 -2.731 0.21
H -1.874 1.163 -1.848 0.18
H 4.648 0.576 1.426 0.21
H 6.916 1.315 0.879 0.22
H 7.489 1.945 -1.437 0.22
H 5.768 1.833 -3.202 0.22
H 3.488 1.127 -2.648 0.19
H 0.839 -1.607 1.815 0.18
H 0.613 -1.556 4.275 0.22
H 1.587 0.286 5.584 0.23
H 2.704 2.160 4.432 0.23
H 2.866 2.174 1.989 0.21
C -3.000 -1.431 1.755 -0.61
C -3.895 -1.352 0.522 -0.06
O -3.082 -1.026 -0.596 -0.60
C -3.764 -0.988 -1.840 -0.06
C -2.789 -1.277 -2.977 -0.62
H -3.397 -2.134 2.480 0.24
H -2.900 -0.458 2.234 0.23
H -1.996 -1.792 1.435 0.15
H -4.675 -0.590 0.652 0.19
H -4.392 -2.315 0.339 0.17
H -4.232 0.000 -1.974 0.18
H -4.565 -1.738 -1.840 0.18
H -1.957 -0.575 -2.972 0.22
H -3.312 -1.203 -3.927 0.24
H -2.374 -2.279 -2.885 0.20
C -2.413 -4.305 -0.711 -0.74
S -0.756 -3.599 -0.924 0.30
C 0.091 -4.569 0.354 -0.73
H -2.376 -5.367 -0.944 0.24
H -3.068 -3.807 -1.419 0.24
H -2.762 -4.152 0.305 0.22
H -0.390 -4.417 1.317 0.23
H 1.128 -4.245 0.388 0.24
H 0.047 -5.617 0.071 0.24
```

lowest unoccupied orbital energy (spin up / spin down): -4.7 / -4.4 eV
net charge: +1
multiplicity: 1
frontier orbital gap (spin up / spin down): 5.0 / 5.4 eV
DFT total energy: -52296.6663 eV


Entry 3:
Formula: C72H58CaGeN6O5S5Te
Source: OMol25
Level of theory: ωB97M-V/def2-TZVPD

The geometry in XYZ format:
```
149
Properties=species:S:1:pos:R:3:nbo_charge:R:1
Ca -0.098 -0.484 0.348 1.77
C -5.880 7.967 -9.802 -0.25
O -6.467 6.784 -9.289 -0.49
C -5.764 6.117 -8.338 0.30
C -4.556 6.555 -7.812 -0.33
C -3.918 5.800 -6.836 -0.09
C -4.461 4.613 -6.371 -0.13
C -5.673 4.187 -6.913 -0.17
C -6.320 4.926 -7.885 -0.26
C -3.740 3.855 -5.336 0.35
N -2.580 4.192 -4.841 -0.46
C -2.278 3.215 -3.916 0.10
C -3.276 2.283 -3.857 0.15
N -4.215 2.706 -4.771 -0.53
C -3.245 1.134 -3.004 -0.15
C -4.263 0.180 -2.884 -0.15
C -4.103 -0.875 -2.023 -0.26
C -2.910 -0.977 -1.301 0.08
N -1.930 -0.090 -1.417 -0.50
C -2.086 0.967 -2.233 0.26
C -1.010 1.966 -2.266 0.22
N 0.054 1.746 -1.474 -0.47
C 1.003 2.660 -1.416 0.10
C 0.967 3.838 -2.176 -0.23
C -0.088 4.051 -3.019 -0.15
C -1.115 3.098 -3.078 -0.12
H -6.547 8.327 -10.578 0.19
H -4.897 7.771 -10.236 0.18
H -5.782 8.732 -9.029 0.18
H -4.099 7.476 -8.150 0.22
H -2.975 6.131 -6.415 0.23
H -6.133 3.261 -6.585 0.20
H -7.260 4.594 -8.312 0.22
H -5.065 2.232 -5.008 0.41
H -5.181 0.286 -3.456 0.19
H -4.874 -1.624 -1.899 0.22
H -2.749 -1.789 -0.595 0.25
H 1.837 2.466 -0.745 0.25
H 1.769 4.558 -2.081 0.22
H -0.161 4.942 -3.632 0.22
C 3.127 -3.333 2.275 -0.25
C 4.301 -3.123 1.560 -0.26
C 4.311 -2.156 0.564 -0.24
C 3.155 -1.412 0.289 -0.05
C 1.942 -1.580 0.991 -0.58
C 1.996 -2.577 1.982 -0.15
C 3.218 -0.515 -0.905 0.24
C 4.415 0.212 -1.205 -0.22
C 4.511 0.908 -2.363 -0.15
C 3.423 0.910 -3.275 -0.13
C 3.451 1.578 -4.524 -0.18
C 2.375 1.524 -5.368 -0.24
C 1.222 0.796 -4.991 -0.22
C 1.176 0.145 -3.790 -0.21
C 2.274 0.195 -2.898 0.24
N 2.176 -0.489 -1.717 -0.50
H 3.093 -4.095 3.050 0.19
H 5.194 -3.706 1.769 0.19
H 5.207 -2.018 -0.035 0.19
H 1.100 -2.804 2.557 0.17
H 5.217 0.221 -0.482 0.24
H 5.410 1.464 -2.605 0.20
H 4.344 2.132 -4.798 0.20
H 2.407 2.027 -6.329 0.20
H 0.369 0.758 -5.662 0.20
H 0.305 -0.426 -3.482 0.23
O -0.538 -4.831 1.423 -0.69
C -1.151 -3.777 1.561 0.79
O -1.136 -2.765 0.742 -0.91
C -2.121 -3.682 2.744 -0.50
C -2.078 -2.406 3.588 -0.86
Ge -0.910 -2.477 5.139 1.62
C 0.724 -1.468 4.912 -0.50
C 0.687 -0.332 4.103 -0.16
C 1.835 0.416 3.873 -0.21
C 3.032 0.046 4.472 -0.19
C 3.072 -1.060 5.312 -0.23
C 1.924 -1.821 5.525 -0.16
C -1.778 -1.577 6.670 -0.42
C -2.445 -0.364 6.466 -0.22
C -2.872 0.416 7.535 -0.21
C -2.641 -0.007 8.838 -0.23
C -1.988 -1.213 9.063 -0.24
C -1.556 -1.986 7.988 -0.15
C -0.604 -4.328 5.681 -0.46
C -1.605 -5.003 6.387 -0.21
C -1.461 -6.344 6.723 -0.22
C -0.312 -7.034 6.351 -0.22
C 0.686 -6.380 5.641 -0.23
C 0.539 -5.038 5.308 -0.13
H -1.981 -4.581 3.340 0.21
H -3.109 -3.748 2.276 0.21
H -3.073 -2.166 3.969 0.22
H -1.786 -1.572 2.955 0.28
H -0.239 -0.040 3.617 0.20
H 1.803 1.259 3.193 0.24
H 3.933 0.612 4.268 0.22
H 4.003 -1.343 5.791 0.20
H 1.975 -2.702 6.156 0.19
H -2.629 -0.019 5.451 0.21
H -3.375 1.359 7.353 0.20
H -2.957 0.607 9.675 0.20
H -1.808 -1.550 10.078 0.20
H -1.031 -2.915 8.180 0.20
H -2.506 -4.473 6.679 0.21
H -2.248 -6.853 7.269 0.20
H -0.203 -8.083 6.602 0.20
H 1.574 -6.918 5.332 0.21
H 1.318 -4.542 4.735 0.21
O 0.078 3.762 1.103 -0.61
C -0.743 3.003 1.572 0.68
C -1.836 3.464 2.548 -0.51
C -2.663 2.206 2.793 -0.52
C -1.978 1.175 1.905 0.66
O -2.392 0.015 1.749 -0.73
N -0.869 1.649 1.308 -0.78
H -2.394 4.278 2.085 0.22
H -1.356 3.857 3.444 0.23
H -3.714 2.289 2.519 0.22
H -2.615 1.851 3.825 0.22
C 6.169 4.409 -0.560 -0.75
S 6.938 3.663 0.902 0.24
C 5.733 3.994 2.125 -0.56
C 4.486 3.424 2.190 -0.31
S 3.768 2.274 1.157 -0.37
S 3.548 4.075 3.547 0.47
C 4.693 5.156 4.232 -0.58
S 4.420 6.086 5.588 -0.22
S 6.147 5.184 3.338 0.46
H 6.854 4.254 -1.398 0.21
H 6.015 5.477 -0.397 0.21
H 5.216 3.908 -0.748 0.24
C -0.032 -4.680 -3.689 -0.73
Te -0.698 -3.920 -1.747 0.50
C 1.392 -3.997 -1.338 -0.67
C 2.000 -4.999 -2.281 -0.04
C 3.234 -5.589 -2.013 -0.19
C 3.775 -6.524 -2.886 -0.23
C 3.084 -6.874 -4.042 -0.24
C 1.859 -6.280 -4.317 -0.25
C 1.306 -5.340 -3.446 0.06
H 0.066 -3.856 -4.403 0.21
H -0.743 -5.396 -4.109 0.21
H 1.532 -4.267 -0.292 0.27
H 1.805 -3.003 -1.497 0.25
H 3.762 -5.312 -1.105 0.22
H 4.728 -6.986 -2.660 0.20
H 3.495 -7.612 -4.722 0.19
H 1.317 -6.551 -5.217 0.19
```

lowest unoccupied orbital energy: 2.6 eV
net charge: -2
multiplicity: 1
frontier orbital gap: 5.0 eV
DFT total energy: -231216.4926 eV